Formula: C25H19BClF2IrO3P
Source: the Open Molecules 2025 dataset
Level of theory: ωB97M-V/def2-TZVPD

Computed properties:
- F_max (eV/A) = 0.080
- ΔE to the lowest compared entry with this formula, charge and spin (kJ/mol) = 0.00
- total charge = +2
- gap between HOMO and LUMO (spin up / spin down) (eV) = 7.60 / 5.32
- 2S+1 = 2
- <S²> = 0.78
- DFT total energy (eV) = -63126.185

Each line ends with the Löwdin charge.
CARTESIAN COORDINATES (ANGSTROEM)
Ir -0.696 0.924 0.394  1.36
Cl 2.788 2.033 -5.839  0.88
C 1.709 1.677 -4.599  -0.61
C 0.467 1.072 -4.889  -0.03
C -0.396 0.788 -3.878  0.08
C -0.067 1.076 -2.505  -0.27
O -0.920 0.763 -1.626  -0.10
C 1.206 1.710 -2.227  -0.08
C 1.644 2.107 -0.905  -0.08
O 1.055 1.917 0.163  -0.06
C 2.056 1.998 -3.269  0.02
H 0.218 0.842 -5.917  0.13
H -1.354 0.325 -4.069  0.14
H 2.597 2.639 -0.837  0.17
H 3.009 2.479 -3.082  0.14
F 1.205 -0.963 -0.654  0.22
B 0.353 -0.767 0.347  -0.70
F 0.288 -1.690 1.286  0.23
O -0.500 1.279 2.379  -0.42
P -1.709 0.757 3.204  0.88
C -1.184 -0.110 4.647  -0.29
C -1.965 -0.070 5.805  -0.05
C -1.566 -0.793 6.917  -0.04
C -0.397 -1.540 6.875  -0.03
C 0.384 -1.573 5.726  -0.04
C -0.005 -0.860 4.606  -0.06
C -2.486 -0.343 1.990  -0.29
C -2.524 -1.718 2.139  -0.04
C -2.945 -2.508 1.076  0.01
C -3.288 -1.943 -0.151  -0.02
C -3.272 -0.571 -0.305  -0.04
C -2.864 0.262 0.758  -0.23
C -2.862 2.048 3.592  -0.31
C -4.235 1.801 3.610  -0.08
C -5.106 2.813 3.980  -0.05
C -4.607 4.062 4.327  -0.04
C -3.240 4.308 4.309  -0.05
C -2.360 3.302 3.945  -0.05
H -2.866 0.528 5.842  0.11
H -2.162 -0.764 7.819  0.12
H -0.086 -2.097 7.749  0.12
H 1.300 -2.148 5.708  0.12
H 0.604 -0.873 3.711  0.11
H -2.212 -2.172 3.071  0.13
H -2.993 -3.583 1.199  0.13
H -3.602 -2.578 -0.968  0.13
H -3.598 -0.121 -1.233  0.13
H -3.187 1.305 0.753  0.13
H -4.626 0.825 3.342  0.12
H -6.172 2.629 3.998  0.12
H -5.290 4.850 4.616  0.12
H -2.860 5.283 4.583  0.12
H -1.293 3.488 3.935  0.12


Formula: C25H19ClN5O6RbS3
Source: the Open Molecules 2025 dataset
Level of theory: ωB97M-V/def2-TZVPD

Computed properties:
- F_max (eV/A) = 1.426
- ΔE to the lowest compared entry with this formula, charge and spin (kJ/mol) = 153.24
- total charge = -2
- gap between HOMO and LUMO (eV) = 6.14
- DFT total energy (eV) = -91658.246

Each line ends with the Löwdin charge.
CARTESIAN COORDINATES (ANGSTROEM)
Rb -0.549 -1.157 -1.361  0.89
S -3.783 -0.522 1.687  0.39
C -2.666 0.753 1.717  -1.23
N -1.607 0.939 0.966  0.00
C -0.949 2.107 1.294  -0.37
C 0.198 2.570 0.642  -0.04
C 0.769 3.768 1.033  -0.09
C 0.218 4.516 2.077  -0.13
C -0.917 4.067 2.739  -0.12
C -1.494 2.866 2.348  -0.51
S -2.920 2.055 2.902  0.92
H 0.616 1.994 -0.170  0.08
H 1.653 4.119 0.516  0.10
H 0.679 5.451 2.372  0.08
H -1.346 4.651 3.545  0.09
N -0.681 -3.574 -3.246  -0.06
C -0.637 -4.618 -2.211  -0.21
C 0.351 -4.289 -1.063  -0.74
O 0.329 -5.053 -0.085  -0.04
O 1.090 -3.283 -1.249  -0.19
H -0.674 -3.977 -4.173  0.05
H 0.211 -3.084 -3.148  0.03
H -0.302 -5.588 -2.600  0.10
H -1.623 -4.776 -1.770  0.10
O 6.013 -0.836 -1.488  0.07
C 4.773 -0.666 -2.036  -0.47
O 4.661 -0.517 -3.216  0.14
C 3.646 -0.684 -1.082  -0.07
C 3.488 -1.410 0.083  -0.58
Cl 4.575 -2.506 0.834  0.78
N 2.292 -1.123 0.608  -0.07
N 1.646 -0.228 -0.170  0.04
C 2.433 0.043 -1.195  -0.15
C 1.925 1.067 -2.209  -0.69
O 2.668 2.029 -2.427  0.00
O 0.769 0.826 -2.649  -0.18
C 1.584 -1.612 1.748  -0.19
C 1.471 -2.977 1.949  -0.03
C 0.687 -3.417 3.006  -0.07
C 0.020 -2.510 3.815  -0.09
C 0.121 -1.145 3.571  -0.07
C 0.913 -0.685 2.533  -0.01
H 5.915 -0.949 -0.535  0.04
H 1.878 -3.672 1.229  0.09
H 0.545 -4.481 3.142  0.10
H -0.626 -2.865 4.608  0.10
H -0.448 -0.436 4.158  0.10
H 0.971 0.368 2.294  0.11
S -4.408 0.138 -3.258  0.52
C -3.768 1.337 -2.275  -0.82
N -2.496 1.780 -2.531  0.05
C -1.887 2.821 -1.930  -0.08
C -2.529 3.515 -0.953  -0.07
C -3.806 3.057 -0.573  -0.07
C -4.407 2.007 -1.203  -0.10
H -1.990 1.284 -3.254  0.12
H -0.879 3.013 -2.262  0.13
H -2.025 4.323 -0.446  0.11
H -4.315 3.534 0.255  0.11
H -5.375 1.642 -0.900  0.10


Formula: C25H19F5N3O10TeW
Source: the Open Molecules 2025 dataset
Level of theory: ωB97M-V/def2-TZVPD

Computed properties:
- F_max (eV/A) = 5.079
- ΔE to the lowest compared entry with this formula, charge and spin (kJ/mol) = 309.75
- total charge = +1
- gap between HOMO and LUMO (eV) = 5.69
- DFT total energy (eV) = -73871.673

Each line ends with the Löwdin charge.
CARTESIAN COORDINATES (ANGSTROEM)
W -0.079 0.453 -0.314  1.98
O 2.866 1.944 2.586  0.20
C 2.382 1.782 1.521  -0.46
O 1.220 1.021 1.373  -0.36
C 2.931 2.344 0.258  -0.04
C 4.076 3.128 0.355  0.11
C 4.584 3.745 -0.767  -0.08
C 3.987 3.623 -2.011  0.12
C 2.859 2.848 -2.101  -0.05
C 2.323 2.196 -0.989  -0.19
O 1.222 1.439 -1.162  -0.20
N 2.088 2.699 -3.351  -0.34
O 1.179 3.486 -3.507  0.13
O 2.396 1.796 -4.097  0.13
N 5.786 4.599 -0.637  -0.34
O 6.119 5.218 -1.624  0.12
O 6.334 4.606 0.444  0.12
H 4.564 3.254 1.312  0.15
H 4.397 4.138 -2.870  0.16
C 0.547 -1.540 0.237  -0.12
C 1.776 -1.379 -0.601  -0.33
C 3.020 -1.082 -0.024  -0.01
C 4.080 -0.687 -0.812  0.01
C 3.924 -0.595 -2.197  -0.20
C 2.732 -0.995 -2.800  0.01
C 1.660 -1.366 -2.011  -0.04
C 4.969 -0.007 -2.978  -0.16
N 5.776 0.559 -3.568  0.21
H 0.798 -1.744 1.276  0.10
H -0.091 -2.338 -0.145  0.11
H 3.154 -1.186 1.046  0.14
H 5.030 -0.429 -0.363  0.14
H 2.654 -0.992 -3.878  0.14
H 0.749 -1.723 -2.475  0.13
C -5.097 3.946 1.160  -0.02
C -4.415 2.846 0.412  -0.23
C -3.413 3.128 -0.509  0.00
C -2.822 2.140 -1.278  -0.21
C -1.937 2.620 -2.421  -0.03
C -3.232 0.795 -1.073  -0.11
C -4.272 0.491 -0.172  -0.19
C -4.744 -0.917 0.054  -0.01
C -4.834 1.526 0.553  0.03
C -2.545 -0.356 -1.693  -0.39
O -2.996 -1.365 -2.095  0.22
O -1.095 -0.199 -1.639  -0.20
H -4.492 4.849 1.186  0.09
H -5.330 3.638 2.179  0.09
H -6.042 4.181 0.664  0.10
H -3.111 4.159 -0.650  0.14
H -2.518 3.319 -3.024  0.10
H -1.608 1.846 -3.106  0.08
H -1.088 3.201 -2.064  0.07
H -3.911 -1.580 0.292  0.09
H -5.223 -1.313 -0.841  0.10
H -5.456 -0.948 0.875  0.09
H -5.623 1.303 1.261  0.13
F 0.132 0.232 3.470  -0.32
Te -0.595 1.630 2.420  1.97
F 0.505 2.758 3.433  -0.29
F -1.652 3.210 2.485  -0.34
F -0.187 2.756 0.672  -0.38
F -2.073 1.134 3.484  -0.34
O -1.298 0.523 1.072  -0.53


Q: Among the records above, which one has the highest ΔE to the lowest compared entry with this formula, charge and spin?
A: C25H19F5N3O10TeW


Copy entry 2 word for word.
Formula: C25H19ClN5O6RbS3
Source: the Open Molecules 2025 dataset
Level of theory: ωB97M-V/def2-TZVPD

Computed properties:
- F_max (eV/A) = 1.426
- ΔE to the lowest compared entry with this formula, charge and spin (kJ/mol) = 153.24
- total charge = -2
- gap between HOMO and LUMO (eV) = 6.14
- DFT total energy (eV) = -91658.246

Each line ends with the Löwdin charge.
CARTESIAN COORDINATES (ANGSTROEM)
Rb -0.549 -1.157 -1.361  0.89
S -3.783 -0.522 1.687  0.39
C -2.666 0.753 1.717  -1.23
N -1.607 0.939 0.966  0.00
C -0.949 2.107 1.294  -0.37
C 0.198 2.570 0.642  -0.04
C 0.769 3.768 1.033  -0.09
C 0.218 4.516 2.077  -0.13
C -0.917 4.067 2.739  -0.12
C -1.494 2.866 2.348  -0.51
S -2.920 2.055 2.902  0.92
H 0.616 1.994 -0.170  0.08
H 1.653 4.119 0.516  0.10
H 0.679 5.451 2.372  0.08
H -1.346 4.651 3.545  0.09
N -0.681 -3.574 -3.246  -0.06
C -0.637 -4.618 -2.211  -0.21
C 0.351 -4.289 -1.063  -0.74
O 0.329 -5.053 -0.085  -0.04
O 1.090 -3.283 -1.249  -0.19
H -0.674 -3.977 -4.173  0.05
H 0.211 -3.084 -3.148  0.03
H -0.302 -5.588 -2.600  0.10
H -1.623 -4.776 -1.770  0.10
O 6.013 -0.836 -1.488  0.07
C 4.773 -0.666 -2.036  -0.47
O 4.661 -0.517 -3.216  0.14
C 3.646 -0.684 -1.082  -0.07
C 3.488 -1.410 0.083  -0.58
Cl 4.575 -2.506 0.834  0.78
N 2.292 -1.123 0.608  -0.07
N 1.646 -0.228 -0.170  0.04
C 2.433 0.043 -1.195  -0.15
C 1.925 1.067 -2.209  -0.69
O 2.668 2.029 -2.427  0.00
O 0.769 0.826 -2.649  -0.18
C 1.584 -1.612 1.748  -0.19
C 1.471 -2.977 1.949  -0.03
C 0.687 -3.417 3.006  -0.07
C 0.020 -2.510 3.815  -0.09
C 0.121 -1.145 3.571  -0.07
C 0.913 -0.685 2.533  -0.01
H 5.915 -0.949 -0.535  0.04
H 1.878 -3.672 1.229  0.09
H 0.545 -4.481 3.142  0.10
H -0.626 -2.865 4.608  0.10
H -0.448 -0.436 4.158  0.10
H 0.971 0.368 2.294  0.11
S -4.408 0.138 -3.258  0.52
C -3.768 1.337 -2.275  -0.82
N -2.496 1.780 -2.531  0.05
C -1.887 2.821 -1.930  -0.08
C -2.529 3.515 -0.953  -0.07
C -3.806 3.057 -0.573  -0.07
C -4.407 2.007 -1.203  -0.10
H -1.990 1.284 -3.254  0.12
H -0.879 3.013 -2.262  0.13
H -2.025 4.323 -0.446  0.11
H -4.315 3.534 0.255  0.11
H -5.375 1.642 -0.900  0.10


Q: Look up the ΔE to the lowest compared entry with this formula, charge and spin of the second one.
A: 153.24 kJ/mol